{"formula": "C22H29F7MoN6S3SbSi", "method": "wB97M-V/def2-TZVPD", "fmax_ha_per_bohr": 0.0087, "lumo_energy_ev": [-1.238, -1.899], "s2": 3.79, "e_above_lowest_kcal_mol": 47.8, "homo_lumo_gap_ha": [0.2279, 0.2160], "multiplicity": 4, "homo_energy_ev": [-7.44, -7.78], "elements": ["Mo", "C", "S", "C", "S", "N", "N", "C", "C", "C", "C", "C", "C", "N", "H", "H", "H", "H", "H", "H", "H", "H", "C", "Si", "C", "C", "N", "C", "C", "C", "C", "C", "C", "F", "H", "H", "H", "H", "H", "H", "H", "H", "H", "H", "H", "H", "H", "F", "Sb", "F", "F", "F", "F", "F", "C", "N", "C", "C", "N", "C", "S", "H", "H", "H", "H", "H", "H", "C", "H", "H"], "positions_angstrom": [[0.326, -0.146, 0.081], [5.384, -0.326, 2.203], [5.174, 0.223, 0.503], [3.504, -0.173, 0.162], [2.481, -0.904, 1.335], [3.173, 0.134, -1.059], [1.859, -0.137, -1.348], [1.587, -0.367, -2.582], [0.226, -0.745, -2.879], [-0.203, -1.068, -4.156], [-1.512, -1.479, -4.335], [-2.347, -1.544, -3.233], [-1.855, -1.185, -1.990], [-0.587, -0.807, -1.802], [6.424, -0.109, 2.443], [5.205, -1.394, 2.297], [4.735, 0.222, 2.880], [2.370, -0.326, -3.329], [0.489, -0.994, -4.983], [-1.876, -1.734, -5.322], [-3.384, -1.833, -3.312], [-2.512, -1.182, -1.136], [1.882, 1.965, 3.608], [0.499, 1.894, 2.343], [-0.488, 0.335, 2.771], [-0.521, 3.446, 2.523], [0.992, 1.672, 0.678], [1.772, 2.614, 0.003], [2.858, 3.268, 0.594], [3.609, 4.209, -0.094], [3.307, 4.526, -1.408], [2.241, 3.889, -2.029], [1.507, 2.963, -1.324], [0.477, 2.352, -1.957], [1.497, 1.621, 4.572], [2.257, 2.980, 3.747], [2.712, 1.313, 3.330], [0.150, -0.506, 3.043], [-1.288, -0.028, 2.113], [-1.036, 0.613, 3.679], [-0.684, 3.673, 3.580], [-1.495, 3.384, 2.038], [0.021, 4.287, 2.082], [3.131, 3.004, 1.607], [4.444, 4.687, 0.402], [3.892, 5.257, -1.950], [1.963, 4.104, -3.052], [-1.985, 1.383, -1.305], [-5.398, -0.621, 1.487], [-3.614, -1.148, 2.307], [-5.721, -2.538, 1.257], [-6.961, -0.157, 0.475], [-4.395, -0.706, -0.140], [-4.854, 1.220, 1.700], [-0.433, -4.747, -1.597], [-1.551, -4.180, -0.862], [-2.879, -4.526, -1.019], [-3.589, -3.790, -0.136], [-2.686, -3.024, 0.559], [-1.446, -3.255, 0.111], [0.051, -2.600, 0.676], [-0.810, -5.167, -2.526], [0.053, -5.527, -1.013], [0.291, -3.964, -1.808], [-3.191, -5.259, -1.741], [-4.641, -3.725, 0.078], [-2.942, -2.316, 1.280], [-1.625, 0.924, -0.036], [-2.440, 0.277, 0.311], [-1.595, 1.800, 0.605]], "mulliken_charge": [-0.132, -0.771, -0.003, 0.622, -0.323, -1.682, 1.256, -0.845, 0.623, -0.868, -0.785, -0.995, 0.125, 0.803, 0.413, 0.276, 0.157, 0.452, 0.525, 0.443, 0.633, 0.254, -0.795, 0.464, -0.470, -1.218, 0.958, -0.173, -0.101, -0.979, -0.531, -0.731, 0.485, -0.275, 0.391, 0.317, -0.184, 0.263, -0.148, 0.465, 0.428, 0.400, 0.353, 0.319, 0.412, 0.394, 0.462, -0.427, 1.834, -0.763, -0.588, -0.535, -0.578, -0.550, -0.845, 0.399, -0.733, -0.243, 0.486, -0.419, -0.294, 0.325, 0.299, 0.286, 0.463, 0.582, 0.132, -0.217, 0.227, 0.472]}



{"formula": "CH11O4S", "method": "wB97M-V/def2-TZVPD", "total_charge": -1, "fmax_ha_per_bohr": 0.0106, "lumo_energy_ev": 3.637, "e_above_lowest_kcal_mol": 2.6, "homo_lumo_gap_ha": 0.2637, "multiplicity": 1, "homo_energy_ev": -3.54, "elements": ["C", "S", "H", "H", "H", "H", "H", "O", "H", "H", "O", "H", "H", "O", "H", "H", "O"], "positions_angstrom": [[1.405, -1.501, 0.727], [2.151, -0.116, -0.213], [0.911, -1.171, 1.643], [0.624, -1.975, 0.130], [2.210, -2.189, 0.989], [0.208, 1.055, -3.244], [0.622, 0.371, -1.924], [0.019, 0.285, -2.699], [0.953, 1.383, 0.497], [0.818, 2.888, 0.947], [0.328, 2.063, 0.904], [-2.072, -0.687, 1.185], [-1.319, -1.843, 0.627], [-1.921, -1.628, 1.352], [-1.584, 0.720, -1.017], [-1.301, 1.322, 0.325], [-2.053, 1.024, -0.228]], "mulliken_charge": [-0.568, -0.650, 0.305, 0.049, 0.234, 0.274, 0.241, -0.666, 0.203, 0.237, -0.682, 0.367, 0.302, -0.682, 0.342, 0.396, -0.702]}



{"formula": "C6H10O", "method": "wB97M-V/def2-TZVPD", "fmax_ha_per_bohr": 0.0100, "lumo_energy_ev": 0.927, "smiles": "CC(C)=CCC=O", "e_above_lowest_kcal_mol": 13.3, "homo_lumo_gap_ha": 0.3626, "multiplicity": 1, "homo_energy_ev": -8.94, "elements": ["C", "C", "C", "C", "C", "C", "O", "H", "H", "H", "H", "H", "H", "H", "H", "H", "H"], "positions_angstrom": [[1.691, -1.398, -0.827], [0.516, -0.611, -0.309], [-0.655, -1.438, 0.141], [0.560, 0.722, -0.227], [-0.284, 1.579, 0.682], [-1.706, 1.953, 0.342], [-2.403, 1.443, -0.500], [1.404, -2.217, -1.496], [2.190, -1.859, 0.038], [2.429, -0.764, -1.327], [-1.062, -1.927, -0.753], [-1.464, -0.841, 0.568], [-0.371, -2.234, 0.840], [1.375, 1.237, -0.734], [0.252, 2.514, 0.890], [-0.365, 1.087, 1.665], [-2.107, 2.755, 1.006]], "mulliken_charge": [-1.354, 0.801, -1.153, -0.244, -0.867, 0.038, -0.460, 0.341, 0.290, 0.348, 0.297, 0.267, 0.340, 0.273, 0.396, 0.348, 0.338]}